Record 1
ORCA calculation (ωB97M-V with the def2-TZVPD basis set) on a molecular structure, C7H13IN2O2 at a distorted geometry.

Each line ends with the Mulliken charge.
Geometry (Å):
C -1.3598 -1.1731 -0.3905  0.478
C 1.0457 -0.2140 1.3081  0.823
C -2.1839 -1.9671 -1.4720  -1.068
C 0.3079 2.0051 -2.1868  -1.060
C 0.5813 -1.2096 3.5235  -0.887
C 0.9205 1.7214 -0.8650  -0.457
C 0.0832 0.8299 0.0374  -0.476
N 0.2940 -0.3324 2.3916  0.087
N -0.5996 -0.0767 -0.7913  0.027
O -1.5381 -1.4091 0.7597  -0.488
O 2.1117 -0.6063 0.9409  -0.600
I -1.4005 1.9677 1.1442  0.032
H -2.3020 -3.1452 -1.1352  0.288
H -1.8450 -1.8255 -2.5101  0.324
H -3.2212 -1.5652 -1.4242  0.269
H 0.6222 1.1960 -2.8896  0.335
H -0.8517 1.9067 -2.2248  0.289
H 0.4875 3.1423 -2.5353  0.279
H -0.0639 -2.1356 3.5017  0.291
H 1.6268 -1.5404 3.4743  0.335
H 0.5113 -0.5589 4.5153  0.280
H 1.8892 1.0581 -0.9214  0.219
H 1.1665 2.7491 -0.5133  0.424
H -0.5627 0.0450 2.2381  -0.001
H -0.1434 -0.2375 -1.6790  0.254

The calculation puts the LUMO energy at 0.48 eV. For the energy relative to the best compared isomer or geometry (same formula, charge and spin), the calculation gives 27.5 kcal per mole. The max |F| is 4.37 eV/Å. Its HOMO energy is -0.317 Eh.

=====

Record 2
ORCA calculation (ωB97M-V with the def2-TZVPD basis set) on a single C7H13N molecule at a distorted geometry.

Each line ends with the Mulliken charge.
Geometry (Å):
C -0.0433 0.6561 -1.8676  -0.870
C -0.5840 3.0077 -2.2543  -0.358
C 0.5390 0.0336 -0.6244  -0.104
C -0.5827 -0.2856 0.5390  0.310
C 1.4208 1.1206 0.1222  -1.372
C 0.2682 -1.1030 1.5173  -1.378
C -1.7022 -1.1581 0.0078  -1.342
N -0.1795 1.8853 -2.0780  0.087
H -0.3756 -0.0236 -2.5389  0.626
H -0.8014 0.5827 1.0094  0.477
H -0.1376 3.8484 -2.7254  0.241
H 0.9449 -0.8339 -0.9474  0.537
H 2.1730 1.3077 -0.5836  0.432
H 1.9869 0.5809 0.9604  0.396
H 0.8674 2.0867 0.4461  0.263
H 1.0491 -0.5389 2.1523  0.353
H 0.6263 -1.9727 1.0851  0.383
H -0.4555 -1.5530 2.3774  0.301
H -1.4581 -2.2614 -0.1440  0.257
H -2.0033 -0.6667 -0.9439  0.407
H -2.4600 -0.9809 0.8446  0.353

The calculation puts the LUMO energy at 0.99 eV. For the energy relative to the best compared isomer or geometry (same formula, charge and spin), the calculation gives 103.0 kcal per mole. The max |F| is 7.13 eV/Å. Its HOMO energy is -0.273 Eh.

=====

Record 3
ORCA calculation (ωB97M-V with the def2-TZVPD basis set) on a single C7H13N molecule at a distorted geometry.

Each line ends with the Mulliken charge.
Geometry (Å):
C -1.8432 1.9724 -3.1441  -0.866
C -0.8598 1.7452 -2.2687  -0.017
C -0.9542 0.6876 -1.3153  -0.205
C 0.0809 0.2118 -0.6188  -0.283
C 0.2315 -0.9801 0.2388  -0.780
C 0.7614 -0.7121 1.6557  0.501
C 2.2095 -1.0842 1.8730  -1.524
N -0.0324 -1.2308 2.8008  -0.629
H -2.7106 1.3664 -3.3812  0.249
H -1.8885 2.8566 -3.7746  0.248
H -0.0469 2.4622 -2.2615  0.286
H -1.8466 0.0627 -1.3598  0.274
H 1.0734 0.6289 -0.8438  0.252
H -0.7104 -1.5406 0.2704  0.417
H 0.9094 -1.7268 -0.2035  0.281
H 0.6606 0.3736 1.7691  0.212
H 2.8492 -0.4735 1.2123  0.353
H 2.3351 -2.0907 1.4529  0.382
H 2.7272 -0.9638 2.8111  0.397
H 0.4243 -2.0153 3.2291  0.227
H -0.9878 -1.4238 2.5338  0.224

The calculation puts the LUMO energy at 1.05 eV. For the energy relative to the best compared isomer or geometry (same formula, charge and spin), the calculation gives 42.3 kcal per mole. The max |F| is 2.52 eV/Å. Its HOMO energy is -0.314 Eh.

=====

Record 4
ORCA calculation (ωB97M-V with the def2-TZVPD basis set) on a single C7H13N molecule at a distorted geometry.

Each line ends with the Mulliken charge.
Geometry (Å):
C -0.7682 2.1392 -0.7859  -0.823
C 0.0959 1.1248 -0.9281  -0.563
C 0.0631 -0.2869 -0.3717  1.914
C 0.7407 -1.3075 -1.2770  -1.660
C 0.6000 0.0672 1.0004  -0.468
C 1.9170 -0.3758 1.5118  -1.228
N -0.8641 -0.8919 0.5381  -0.578
C -2.2310 -0.5092 0.3617  -0.912
H -1.5516 2.1725 -0.0431  0.225
H -0.6538 3.0375 -1.3837  0.274
H 0.9597 1.3068 -1.5660  0.291
H 1.8012 -1.0837 -1.4190  0.366
H 0.6696 -2.3221 -0.8770  0.424
H 0.2355 -1.3172 -2.2463  0.393
H 0.1570 0.8834 1.5580  0.470
H 2.5225 -0.8924 0.7667  0.288
H 1.7706 -1.0568 2.3603  0.293
H 2.4947 0.4790 1.8759  0.330
H -2.5308 0.2968 1.0572  0.295
H -2.5279 -0.0982 -0.6124  0.340
H -2.9000 -1.3658 0.4802  0.328

The calculation puts the LUMO energy at 0.99 eV. For the energy relative to the best compared isomer or geometry (same formula, charge and spin), the calculation gives 96.1 kcal per mole. The max |F| is 2.46 eV/Å. Its HOMO energy is -0.291 Eh.

=====

Record 5
ORCA calculation (ωB97M-V with the def2-TZVPD basis set) on a single C7H13N molecule at a distorted geometry.

Each line ends with the Mulliken charge.
Geometry (Å):
C 1.7554 -2.2983 -0.5984  -0.771
C 1.8575 -1.3339 0.3311  -0.142
C 0.6778 -0.5479 0.8962  1.045
C 0.9256 0.5090 1.6814  -1.409
C -0.6912 -0.7895 0.4974  -0.789
C -1.1296 -0.1048 -0.9367  -0.641
C -0.8153 1.4673 -1.0987  -0.621
N -1.7311 2.5028 -0.4339  -0.667
H 0.8638 -2.8698 -0.8564  0.228
H 2.6083 -2.8541 -1.0921  0.232
H 2.7588 -0.8877 0.9037  0.195
H 0.1082 1.1024 2.1739  0.222
H 1.8170 0.7511 2.0624  0.420
H -1.3013 -0.3895 1.3263  0.358
H -0.6972 -1.9397 0.3561  0.306
H -2.1453 -0.3391 -0.9302  0.420
H -0.8091 -0.7243 -1.7271  0.434
H 0.1530 1.6975 -0.7181  0.342
H -0.8383 1.7560 -2.1373  0.349
H -1.1612 3.2108 0.0484  0.261
H -2.2057 2.0817 0.2518  0.229

The calculation puts the LUMO energy at 0.87 eV. For the energy relative to the best compared isomer or geometry (same formula, charge and spin), the calculation gives 70.7 kcal per mole. The max |F| is 4.58 eV/Å. Its HOMO energy is -0.327 Eh.

=====

Record 6
ORCA calculation (ωB97M-V with the def2-TZVPD basis set) on a molecular structure, C7H13N at a distorted geometry.

Each line ends with the Mulliken charge.
Geometry (Å):
C 0.9931 1.2487 0.1017  -0.491
C 1.9536 -0.0574 -0.0368  -0.585
C 1.1653 -1.6126 0.0241  -0.799
C -0.2599 -0.9453 -0.1954  -0.031
C -1.7757 -0.9005 -0.4379  -0.627
C -1.6230 0.4765 0.2973  -0.029
C -0.4842 1.4985 -0.3468  -0.864
H 0.9089 1.8825 1.0750  0.308
H 1.8278 1.7626 -0.7939  0.170
H 2.3416 -0.0006 -1.0701  0.446
H 2.4483 0.1551 1.0376  0.299
H 1.4699 -2.3745 -0.7107  0.347
H 1.4191 -1.9122 1.1687  0.264
H -0.0673 -0.1395 -0.9657  0.224
H -2.4094 -1.3246 -1.5684  0.197
H -2.4519 -1.5082 0.2720  0.323
H -2.4996 0.8200 0.8932  0.364
H -0.7678 2.4724 0.0210  0.377
H -0.6057 1.4635 -1.5323  0.293
H -1.0139 -0.8801 1.8229  0.333
N -0.5693 -0.1242 0.9447  -0.519

The calculation puts the LUMO energy at 1.04 eV. For the energy relative to the best compared isomer or geometry (same formula, charge and spin), the calculation gives 220.0 kcal per mole. The max |F| is 10.16 eV/Å. Its HOMO energy is -0.305 Eh.

=====

Record 7
ORCA calculation (ωB97M-V with the def2-TZVPD basis set) on a single C7H13N molecule at a distorted geometry.

Each line ends with the Mulliken charge.
Geometry (Å):
C -1.6008 1.4885 -0.4145  -0.832
C -0.6843 0.5688 -0.7373  0.298
C -0.4487 -0.6657 -0.0251  -0.760
C 0.2414 -0.8006 1.1282  1.223
C 0.9448 0.3237 1.8392  -1.324
C 0.3473 -2.1373 1.8109  -1.299
C 0.4743 0.8714 -1.7579  -0.733
N 0.0139 0.6667 -3.1127  -0.655
H -2.4061 1.2653 0.2792  0.312
H -1.6103 2.4673 -0.8874  0.300
H -0.8742 -1.5482 -0.5009  0.209
H 2.0073 0.0848 1.9602  0.332
H 0.5178 0.4706 2.8371  0.359
H 0.8867 1.2762 1.3064  0.302
H -0.0663 -2.0825 2.8242  0.328
H -0.1985 -2.9211 1.2756  0.329
H 1.3948 -2.4486 1.8817  0.311
H 0.7751 1.9150 -1.6211  0.394
H 1.3682 0.2677 -1.5734  0.351
H -0.8106 1.2398 -3.2789  0.300
H -0.2718 -0.3019 -3.2333  0.255

The calculation puts the LUMO energy at 0.95 eV. For the energy relative to the best compared isomer or geometry (same formula, charge and spin), the calculation gives 30.8 kcal per mole. The max |F| is 2.62 eV/Å. Its HOMO energy is -0.316 Eh.

=====

Record 8
ORCA calculation (ωB97M-V with the def2-TZVPD basis set) on a single C7H13N molecule at a distorted geometry.

Each line ends with the Mulliken charge.
Geometry (Å):
C 0.8112 -0.0883 -2.9183  -0.740
C -0.0537 -0.0322 -1.8662  -0.473
C 0.4402 0.2833 -0.5294  0.657
N 1.5719 1.1856 -0.4100  -0.521
C -0.0025 -0.3866 0.5540  0.608
C -0.7947 -1.5600 0.2945  -2.043
C -0.1118 0.0792 2.0369  -0.698
C -1.5951 0.4806 2.3435  -1.084
H 1.9267 -0.0582 -3.0397  0.304
H 0.2970 0.0180 -3.9378  0.207
H -1.1577 -0.1134 -2.0070  0.324
H 2.0337 1.0701 0.4999  0.205
H 2.2091 1.4650 -1.1383  0.212
H -0.5158 -2.0794 -0.5814  0.477
H -1.8779 -1.5106 0.4552  0.334
H -0.8043 -1.9812 1.2429  0.571
H 0.3348 1.0816 1.9363  0.305
H 0.5234 -0.4960 2.6756  0.410
H -1.8809 1.0283 3.2243  0.398
H -1.9868 1.0360 1.4692  0.318
H -2.2664 -0.4148 2.5809  0.227

The calculation puts the LUMO energy at 0.92 eV. For the energy relative to the best compared isomer or geometry (same formula, charge and spin), the calculation gives 75.1 kcal per mole. The max |F| is 3.84 eV/Å. Its HOMO energy is -0.269 Eh.

=====

What is the HOMO in the fourth record?
-0.291 Eh